(1)
Molecular formula: C4H22N2O8
Method: DFT, ωB97M-V/def2-TZVPD

Cartesian coordinates (Å):
O: -0.7072 0.2160 -1.0823
C: -0.0951 -0.4642 -1.8890
N: 1.2387 -0.7370 -1.8562
C: 2.0666 -0.2081 -0.7378
C: 1.7889 1.3436 -0.6111
O: 2.8173 1.8461 0.2331
C: 1.7306 -1.0840 0.4128
N: 1.6374 -0.5116 1.7255
H: -0.6792 -0.9789 -2.6478
H: 1.6402 -1.0441 -2.7282
H: 3.0970 -0.2023 -1.0964
H: 1.8655 1.7914 -1.6070
H: 0.8214 1.5798 -0.1767
H: 3.0985 2.7161 -0.0675
H: 0.6863 -1.4705 0.2717
H: 2.2600 -2.0625 0.4482
H: 1.4269 -1.2800 2.3844
H: 2.2624 0.2251 2.0544
H: -0.5557 1.8532 1.9278
H: 0.1502 0.5871 1.7037
O: -0.6710 0.9032 2.1194
H: -0.6115 -1.8068 3.0335
H: -0.2867 -2.8136 1.9719
O: -0.1243 -2.6284 2.8998
H: -1.9664 0.0759 1.5465
H: -3.3763 -0.1549 2.1752
O: -2.8141 -0.4062 1.4363
H: -2.2329 3.2272 -0.2598
H: -2.1935 1.7918 0.0825
O: -1.9171 2.6454 0.4326
H: -2.0158 0.6812 -2.8194
H: -0.8729 1.6457 -3.0949
O: -1.5093 1.0935 -3.5216
H: -1.9664 -3.0431 -0.1680
H: -1.8484 -1.5237 -0.1610
O: -1.5450 -2.3135 -0.6271

- <S²>: 0.755
- Maximum force: 3.28 eV Å⁻¹
- Total charge: +1
- Spin multiplicity: 2
- Energy: -876.6998 hartree
- ΔE to the lowest compared entry with this formula, charge and spin: 44.1 kJ/mol
- Highest occupied orbital energy (spin up / spin down): -13.84 / -13.82 eV
- LUMO (spin up / spin down): -3.025 / -8.516 eV

Löwdin population analysis, charges in e, atoms 1 to 6: O -0.023; C -0.353; N 0.098; C -0.218; C -0.175; O -0.057

---

(2)
Molecular formula: C8H22BrCuN2O2
Method: DFT, ωB97M-V/def2-TZVPD

Cartesian coordinates (Å):
Cu: 2.3127 -1.8656 -3.8253
Br: 0.2959 -0.9083 -2.5459
C: -3.7320 -0.4409 -3.1120
C: -3.6954 -1.9402 -2.7870
O: -4.3093 -2.7699 -3.3775
N: -2.8567 -2.2297 -1.5353
H: -1.9094 -1.9785 -1.7793
H: -3.1310 -1.6201 -0.7781
C: -2.7532 -3.7677 -1.2390
H: -4.0296 -0.3462 -4.1563
H: -2.8110 0.1228 -2.9631
H: -4.5044 0.0743 -2.5410
H: -1.7303 -3.9506 -0.9097
H: -2.9475 -4.3793 -2.1200
H: -3.4345 -4.0190 -0.4261
C: 2.9637 0.1296 1.0782
N: 1.7027 0.9146 1.4599
C: 1.2583 1.8274 0.2923
C: 0.5896 -0.1220 1.6133
C: 1.8204 1.6944 2.7087
C: 2.5897 2.9987 2.6532
O: 1.9820 4.0078 1.9504
H: 3.2568 -0.3326 2.0208
H: 3.7095 0.8263 0.6955
H: 2.7393 -0.6229 0.3221
H: 2.2362 2.2676 0.0969
H: 0.4518 2.5029 0.5775
H: 0.9185 1.2467 -0.5652
H: 0.7242 -0.6645 0.6776
H: -0.3521 0.4234 1.6763
H: 0.7999 -0.7616 2.4705
H: 2.3018 0.9400 3.3311
H: 0.7927 1.8382 3.0423
H: 3.5499 2.8894 2.1490
H: 2.7646 3.1817 3.7133
H: 2.4366 4.8337 2.1317

- <S²>: 0.753
- Maximum force: 3.29 eV Å⁻¹
- Total charge: +3
- Spin multiplicity: 2
- Energy: -4791.3185 hartree
- ΔE to the lowest compared entry with this formula, charge and spin: 73.8 kJ/mol
- Highest occupied orbital energy (spin up / spin down): -18.29 / -18.29 eV
- LUMO (spin up / spin down): -11.733 / -15.598 eV

Löwdin population analysis, charges in e, atoms 1 to 6: Cu 0.610; Br 0.575; C 0.033; C -0.365; O 0.225; N 0.093

---

(3)
Molecular formula: C51H30BaN8O2P
Method: DFT, ωB97M-V/def2-TZVPD

Cartesian coordinates (Å):
Ba: -0.1920 -0.1137 -0.0418
C: 0.9927 6.1425 -3.2902
C: 2.3346 5.7535 -3.2740
C: 2.7429 4.6125 -2.6016
C: 1.7722 3.8579 -1.9593
C: 1.8417 2.6374 -1.1342
N: 2.9674 2.0691 -0.7672
C: 3.1203 1.1523 0.2090
C: 4.4258 0.7554 0.7391
C: 5.7319 1.0353 0.3444
C: 6.7641 0.4959 1.0885
C: 6.5063 -0.2989 2.2151
C: 5.2140 -0.5671 2.6215
C: 4.1673 -0.0367 1.8701
C: 2.7134 -0.0929 2.0067
N: 2.0902 -0.6015 3.0733
C: 0.8072 -0.5068 3.3620
N: -0.2008 0.0052 2.5985
C: -1.3331 0.1117 3.2923
N: -2.4927 0.7010 2.9341
C: -2.6734 1.4520 1.8691
N: -1.7772 1.7682 0.9065
C: -2.2486 2.7113 0.0759
N: -1.6031 3.3840 -0.8678
C: -0.3027 3.2519 -1.1663
N: 0.5679 2.3272 -0.7559
C: 0.4282 4.2485 -1.9737
C: 0.0249 5.3999 -2.6332
C: -3.6441 3.0126 0.4774
C: -4.5928 3.8819 -0.0317
C: -5.8270 3.9342 0.6021
C: -6.0946 3.1446 1.7199
C: -5.1383 2.2823 2.2365
C: -3.9111 2.2214 1.5997
C: -1.1061 -0.4461 4.6341
C: -1.9274 -0.5920 5.7442
C: -1.3799 -1.1510 6.8861
C: -0.0362 -1.5429 6.9260
C: 0.7897 -1.3838 5.8271
C: 0.2392 -0.8385 4.6739
N: 2.1721 0.5766 0.9635
H: 0.7108 7.0426 -3.8225
H: 3.0665 6.3603 -3.7933
H: 3.7803 4.3081 -2.5687
H: 5.9164 1.6568 -0.5218
H: 7.7912 0.6887 0.8031
H: 7.3412 -0.7040 2.7740
H: 5.0058 -1.1748 3.4927
H: -1.0155 5.6972 -2.6264
H: -4.3673 4.4930 -0.8954
H: -6.5958 4.5976 0.2260
H: -7.0680 3.2104 2.1903
H: -5.3347 1.6715 3.1075
H: -2.9614 -0.2762 5.7067
H: -1.9940 -1.2869 7.7679
H: 0.3590 -1.9711 7.8394
H: 1.8327 -1.6726 5.8499
O: -2.4623 -1.5923 -0.7741
C: -1.5305 -2.3543 -1.0866
O: -0.4742 -1.9806 -1.6757
C: -1.4688 -3.7767 -0.5597
C: -2.5924 -4.5824 -0.6731
C: -2.5666 -5.9049 -0.2564
C: -1.4139 -6.4202 0.3089
C: -0.2967 -5.6097 0.4613
C: -0.2973 -4.2866 0.0289
P: 1.1692 -3.1927 0.3471
C: 2.2825 -3.4278 -1.0664
C: 2.0583 -4.3201 -2.1079
C: 2.9429 -4.3808 -3.1740
C: 4.0561 -3.5538 -3.2081
C: 4.2814 -2.6532 -2.1761
C: 3.3926 -2.5838 -1.1151
C: 2.0076 -4.0661 1.7101
C: 3.3256 -4.5018 1.6610
C: 3.9332 -5.0316 2.7923
C: 3.2298 -5.1391 3.9812
C: 1.9088 -4.7113 4.0362
C: 1.3089 -4.1721 2.9134
H: -3.4902 -4.1504 -1.0961
H: -3.4462 -6.5269 -0.3660
H: -1.3790 -7.4491 0.6442
H: 0.5899 -6.0122 0.9356
H: 1.1811 -4.9545 -2.0900
H: 2.7568 -5.0727 -3.9862
H: 4.7410 -3.6027 -4.0453
H: 5.1379 -1.9914 -2.1985
H: 3.5657 -1.8616 -0.3223
H: 3.8948 -4.4311 0.7438
H: 4.9642 -5.3588 2.7379
H: 3.7086 -5.5498 4.8610
H: 1.3481 -4.7749 4.9606
H: 0.2872 -3.8135 2.9837

- Maximum force: 1.02 eV Å⁻¹
- Total charge: -1
- Energy: -2917.1706 hartree
- ΔE to the lowest compared entry with this formula, charge and spin: 31.0 kJ/mol
- Highest occupied orbital energy: -3.68 eV
- LUMO: 1.322 eV

Löwdin population analysis, charges in e, atoms 1 to 6: Ba 2.011; C -0.099; C -0.098; C -0.024; C -0.104; C -0.300

---

(4)
Molecular formula: CH6BrN2
Method: DFT, ωB97M-V/def2-TZVPD

Cartesian coordinates (Å):
C: 0.0761 -0.7366 -0.0883
N: -0.7077 -0.4343 -1.0605
N: 1.2266 -0.3199 0.2443
Br: -0.5889 -2.1437 0.9901
H: -0.3359 2.0984 0.7372
H: -1.6961 -0.5208 -0.8984
H: -0.2898 0.1621 -1.7619
H: 1.6977 -0.9537 0.8572
H: -0.8610 2.3013 1.1885
H: 1.4792 0.5472 -0.2083

- Maximum force: 4.58 eV Å⁻¹
- Total charge: +1
- Energy: -2724.9300 hartree
- ΔE to the lowest compared entry with this formula, charge and spin: 129.3 kJ/mol
- Highest occupied orbital energy: -15.96 eV
- LUMO: -4.068 eV

Löwdin population analysis, charges in e, atoms 1 to 6: C -0.862; N 0.165; N 0.180; Br 0.909; H 0.008; H 0.130

---

(5)
Molecular formula: C2H10Li2O9S
Method: DFT, ωB97M-V/def2-TZVPD

Cartesian coordinates (Å):
Li: -15.3328 -4.7383 3.5746
Li: -12.9246 -7.6148 4.3849
S: -13.7802 -5.1050 7.6260
O: -15.2165 -5.0142 7.9324
O: -13.1502 -3.8643 7.9902
O: -13.3523 -6.2408 8.4930
O: -13.6688 -5.4245 6.2511
O: -14.9591 -9.1947 3.3162
C: -15.0426 -9.0970 1.8866
C: -14.1135 -7.9801 1.0721
O: -13.7261 -6.7330 1.6664
H: -16.0296 -8.8584 1.4905
H: -14.8937 -10.1229 1.5499
H: -14.4930 -7.7789 0.0703
H: -13.1168 -8.4151 0.9970
O: -10.5820 -3.5483 3.0552
H: -11.0879 -2.7957 3.3617
H: -11.2270 -4.2496 2.9632
O: -12.0955 -9.8655 7.1848
H: -12.3859 -9.1941 7.8021
H: -11.3020 -10.2273 7.5795
O: -10.0089 -8.0454 4.1166
H: -9.4395 -8.1033 4.8839
H: -9.4729 -8.3739 3.3947

- Maximum force: 6.97 eV Å⁻¹
- Total charge: -2
- Energy: -1172.4966 hartree
- Highest occupied orbital energy: -0.21 eV
- LUMO: 3.390 eV

Löwdin population analysis, charges in e, atoms 1 to 6: Li 0.793; Li 0.729; S 0.034; O -0.496; O -0.444; O -0.490

---

(6)
Molecular formula: C21H14IN2O4Ru
Method: DFT, ωB97M-V/def2-TZVPD

Cartesian coordinates (Å):
Ru: -0.5660 -0.3100 -0.2201
O: 0.8899 -0.3288 -1.5101
C: 1.3015 0.6911 -2.2236
C: 2.2556 0.4199 -3.2140
C: 2.7516 1.4274 -3.9973
C: 2.3287 2.7719 -3.8460
C: 1.4075 3.0659 -2.8965
C: 0.8579 2.0485 -2.0442
C: -0.0725 2.4824 -1.1047
N: -0.6936 1.6864 -0.2297
N: -1.5643 2.2416 0.5928
C: -2.1266 1.2852 1.4110
O: -1.7027 0.0814 1.3986
C: -3.1754 1.7073 2.2931
C: -3.5620 3.0618 2.3428
C: -4.5822 3.4459 3.1873
C: -5.2190 2.4933 3.9752
C: -4.8446 1.1517 3.9295
C: -3.8261 0.7534 3.0941
H: 2.5767 -0.6050 -3.3320
H: 3.4869 1.1877 -4.7549
H: 2.7358 3.5460 -4.4794
H: 1.0673 4.0843 -2.7588
H: -0.3473 3.5311 -1.0631
H: -3.0579 3.7876 1.7232
H: -4.8864 4.4819 3.2349
H: -6.0213 2.7993 4.6341
H: -5.3558 0.4256 4.5457
H: -3.5260 -0.2837 3.0381
I: -0.1766 -7.1062 2.4350
C: -1.0197 -5.4922 1.4344
C: -2.3771 -5.4949 1.1300
C: -2.9360 -4.4145 0.4678
C: -2.1541 -3.3273 0.0960
C: -0.7966 -3.3602 0.4016
C: -0.2154 -4.4163 1.0772
C: -2.8123 -2.1809 -0.6027
O: -3.9985 -2.0863 -0.7303
O: -1.9904 -1.2406 -1.1379
H: -2.9946 -6.3363 1.4103
H: -3.9910 -4.3950 0.2279
H: -0.1347 -2.5330 0.1325
H: 0.8383 -4.4127 1.3146

- <S²>: 6.045
- Maximum force: 0.81 eV Å⁻¹
- Total charge: +1
- Spin multiplicity: 5
- Energy: -1611.3835 hartree
- Highest occupied orbital energy (spin up / spin down): -11.19 / -11.18 eV
- LUMO (spin up / spin down): -4.398 / -6.779 eV

Löwdin population analysis, charges in e, atoms 1 to 6: Ru 1.520; O -0.191; C -0.283; C 0.012; C -0.006; C -0.046

---

(7)
Molecular formula: C2H2Cl2O2
Method: DFT, ωB97M-V/def2-TZVPD

Cartesian coordinates (Å):
C: 0.3322 0.3283 -0.6634
C: -1.7476 0.2786 0.5239
O: 2.4891 -0.5043 0.2249
O: 0.9201 -0.5998 -0.2593
Cl: -2.6531 1.5577 -0.1150
Cl: -2.4766 -1.2100 0.2719
H: 0.6021 1.3492 -0.8728
H: 2.5338 -1.1997 0.8898

- Maximum force: 2.37 eV Å⁻¹
- Total charge: 0
- Energy: -1147.9767 hartree
- ΔE to the lowest compared entry with this formula, charge and spin: 865.4 kJ/mol
- Highest occupied orbital energy (spin up / spin down): -8.46 / -8.79 eV
- LUMO (spin up / spin down): -1.199 / -1.241 eV

Löwdin population analysis, charges in e, atoms 1 to 6: C -0.028; C -1.079; O -0.091; O -0.037; Cl 0.533; Cl 0.567

---

(8)
Molecular formula: C30H39BClF24IN3O12P2S
Method: DFT, ωB97M-V/def2-TZVPD

Cartesian coordinates (Å):
C: 2.6427 8.7929 -4.9644
C: 2.3313 7.6381 -4.8650
C: 1.8211 6.2683 -4.7621
C: 0.9769 5.8992 -3.5149
P: -0.2077 7.3115 -3.1742
N: 0.2467 8.6313 -2.4484
O: 0.0777 4.9029 -3.9567
P: 0.3110 3.2603 -3.3120
C: -1.0792 2.7796 -4.5531
O: -1.7974 1.5998 -4.1568
C: -3.0137 1.4848 -4.7884
O: -3.9596 2.2899 -4.1095
C: -4.9626 2.8321 -4.9428
C: -5.6214 3.9746 -4.1947
O: -4.6662 4.9850 -3.8935
C: 0.5838 1.4953 -2.6637
O: 1.4072 1.4491 -1.4580
N: 1.9445 0.1977 -1.3317
O: 2.0103 -0.1275 -0.1977
C: 1.6075 2.8890 -4.7166
B: 3.1351 2.8484 -4.3426
O: 3.6698 1.9953 -3.3858
O: 4.0887 3.6178 -5.0138
C: -1.0779 3.6585 -2.0157
C: -1.1242 2.9176 -0.6795
C: -0.1249 3.3153 0.3972
I: -3.1056 3.3757 0.2081
O: 1.5926 3.9493 -2.2824
C: 1.7782 5.2657 -2.3140
Cl: 1.3610 6.0728 -0.7380
N: 3.2239 5.5508 -2.5898
C: 4.0384 5.8911 -1.7686
S: 5.1261 6.5279 -0.8369
H: 3.0643 9.7485 -5.1611
H: 1.1551 6.1057 -5.6110
H: 2.6673 5.5941 -4.8846
H: -1.3171 6.7386 -2.5274
H: -0.6465 7.6007 -4.4873
H: 1.2228 8.5962 -2.1827
H: -1.7851 3.6147 -4.6023
H: -0.7059 2.6671 -5.5782
H: -2.9630 1.7594 -5.8530
H: -3.3184 0.4321 -4.7225
H: -5.7133 2.0563 -5.1468
H: -4.5375 3.2382 -5.8675
H: -6.1088 3.6035 -3.2909
H: -6.3838 4.3899 -4.8641
H: -4.9848 5.8081 -4.2682
H: -0.3474 0.9941 -2.4003
H: 1.0831 0.8524 -3.3901
H: 1.3985 1.9256 -5.1930
H: 1.4844 3.6331 -5.5114
H: 4.4865 1.6459 -3.7599
H: 3.7218 3.8796 -5.8643
H: -1.0380 4.7213 -1.7703
H: -2.0521 3.5138 -2.4787
H: -1.1755 1.8371 -0.7583
H: -0.3351 4.3318 0.7264
H: -0.2720 2.6780 1.2727
H: 0.9059 3.2356 0.0652
C: 3.3711 -1.9945 2.2092
C: 1.9569 -2.1639 2.7874
C: 1.4693 -1.1254 3.7973
F: 2.2312 -1.0991 4.9069
F: 0.2077 -1.4746 4.1753
F: 1.8243 -3.4099 3.3101
F: 1.0957 -2.0852 1.7424
O: 4.4076 -2.7769 2.7882
C: 5.1001 -2.3722 3.8956
C: 4.8950 -3.3276 5.0773
F: 3.5909 -3.4265 5.4004
F: 5.5607 -2.8494 6.1543
F: 4.8283 -1.0995 4.2310
F: 6.4183 -2.4294 3.5883
H: 3.3082 -2.3706 1.1898
H: 3.6511 -0.9457 2.1165
H: 1.4412 -0.1277 3.3537
H: 5.2764 -4.3192 4.8261
C: 0.7454 -6.6851 1.9507
C: -0.0256 -7.9650 2.3047
C: 0.4306 -8.7575 3.5320
F: 1.6916 -9.2107 3.3924
F: -0.3804 -9.8322 3.6834
F: -0.0876 -8.7780 1.2278
F: -1.3022 -7.5718 2.5846
O: 1.7334 -6.7623 0.9370
C: 3.0224 -7.1379 1.2066
C: 3.4033 -8.4353 0.4846
F: 2.5799 -9.4417 0.8345
F: 4.6643 -8.7800 0.8347
F: 3.2622 -7.2159 2.5289
F: 3.8323 -6.1740 0.7132
H: -0.0025 -6.0152 1.5292
H: 1.1240 -6.1827 2.8419
H: 0.3647 -8.1417 4.4329
H: 3.3527 -8.2906 -0.5961
C: -4.6514 -4.6311 5.4036
C: -5.0335 -3.8909 6.6946
C: -6.1329 -2.8286 6.6121
F: -5.7875 -1.8180 5.7961
F: -6.3343 -2.3163 7.8500
F: -3.9304 -3.3735 7.2708
F: -5.5218 -4.8473 7.5430
O: -3.5073 -4.1941 4.6989
C: -3.5742 -3.1864 3.7639
C: -2.7365 -1.9704 4.1689
F: -3.1458 -1.4858 5.3620
F: -2.8893 -0.9995 3.2452
F: -4.8491 -2.8545 3.4857
F: -3.0335 -3.6720 2.6244
H: -4.3838 -5.6333 5.7359
H: -5.5116 -4.7503 4.7436
H: -7.0696 -3.2724 6.2631
H: -1.6893 -2.2419 4.2406

- Maximum force: 1.88 eV Å⁻¹
- Total charge: -1
- Energy: -6494.0500 hartree
- Highest occupied orbital energy: -5.62 eV
- LUMO: 1.655 eV

Löwdin population analysis, charges in e, atoms 1 to 6: C 0.106; C -0.154; C -0.179; C -0.552; P 0.757; N -0.332